1.
Below is C2H5NO2Si in the gas phase, with properties calculated with ωB97M-V with the def2-TZVPD basis set.

Geometry (Å):
C 1.636 -0.259 0.087
C 0.170 -1.088 0.316
O 0.129 -2.259 0.456
N -0.780 -0.186 0.325
O -2.285 -0.320 -0.012
Si -1.621 1.111 -0.435
H 1.481 0.439 -0.637
H 2.318 -1.127 -0.099
H 2.073 0.096 1.027
H -1.931 1.891 0.716
H -1.189 1.703 -1.745

Results
calculated total energy	-15614.7971	eV
F_max	5.75	eV/A
molar mass	103.15	g/mol
energy above the lowest of the compared OMol25 structures with the same formula, charge and spin	97.6	kcal per mole
total charge	0
structure (SMILES)	CC(=O)N1O[SiH2]1


2.
Below is C7H7N in the gas phase, with properties calculated with ωB97M-V with the def2-TZVPD basis set.

Geometry (Å):
N -3.326 0.028 -0.134
C -2.209 -0.008 -0.400
C -0.765 0.033 -0.695
C 0.051 1.010 0.181
C 1.435 0.732 -0.407
C 1.515 -0.616 -0.457
C 0.125 -1.056 0.032
C -0.031 -0.124 1.263
H -0.672 0.078 -1.754
H -0.266 2.031 0.297
H 2.226 1.449 -0.641
H 2.289 -1.190 -0.974
H -0.210 -2.076 -0.064
H 0.839 -0.103 1.962
H -1.001 -0.189 1.791

Results
calculated total energy	-8859.9811	eV
F_max	1.58	eV/A
molar mass	105.14	g/mol
energy above the lowest of the compared OMol25 structures with the same formula, charge and spin	37.9	kcal per mole
total charge	0
structure (SMILES)	N#C[C@H]1[C@@H]2C=C[C@H]1C2


3.
Below is C9H11BN2O in the gas phase, with properties calculated with ωB97M-V with the def2-TZVPD basis set.

Geometry (Å):
B -2.159 1.426 1.122
C 2.303 -0.488 -1.761
C -0.475 -0.434 0.428
C 2.247 -1.789 -1.406
C -0.864 0.868 0.416
C 1.213 0.200 -1.203
C 0.549 -0.845 -0.374
C -0.078 1.950 -0.431
C -0.437 3.359 -0.433
C 0.833 -3.270 0.007
N 0.902 1.540 -1.193
N 1.138 -2.015 -0.622
O -2.178 2.460 1.994
H -3.228 1.035 0.993
H 2.743 -0.099 -2.686
H -1.057 -1.239 0.955
H 2.842 -2.750 -1.573
H -0.025 4.062 0.304
H -0.002 3.912 -1.316
H -1.466 3.486 -0.256
H 1.309 -3.394 1.007
H -0.297 -3.186 0.233
H 1.183 -3.976 -0.607
H -3.000 2.683 2.413

Results
calculated total energy	-15211.7262	eV
F_max	6.15	eV/A
molar mass	174.01	g/mol
energy above the lowest of the compared OMol25 structures with the same formula, charge and spin	39.7	kcal per mole
spin multiplicity	3
<S²>	2.027
total charge	0


4.
Below is C3H5N3O in the gas phase, with properties calculated with ωB97M-V with the def2-TZVPD basis set.

Geometry (Å):
N -0.893 1.473 -0.081
C 0.144 0.497 -0.238
C 1.479 0.583 -0.671
N 2.016 -0.614 -0.564
O 1.139 -1.539 0.002
C 0.056 -0.796 0.367
N -1.120 -1.372 0.849
H -0.593 2.303 -0.436
H -1.780 1.300 -0.733
H 2.251 1.289 -1.057
H -1.661 -0.816 1.407
H -1.038 -2.309 1.154

Results
calculated total energy	-9707.3810	eV
F_max	4.38	eV/A
molar mass	99.09	g/mol
energy above the lowest of the compared OMol25 structures with the same formula, charge and spin	73.9	kcal per mole
total charge	0
structure (SMILES)	Nc1cnoc1N


5.
Below is C20H26N4O4S in the gas phase, with properties calculated with ωB97M-V with the def2-TZVPD basis set.

Geometry (Å):
C 4.677 3.060 -1.003
C 3.633 2.957 0.105
O 3.375 1.643 0.557
C 4.264 1.107 1.507
C 5.524 0.415 0.958
C 5.262 -0.488 -0.260
N 3.896 -0.975 -0.325
C 3.482 -1.882 0.604
S 4.489 -2.580 1.707
N 2.170 -2.242 0.600
C 1.234 -1.719 -0.254
C -0.112 -2.068 -0.167
C -1.024 -1.512 -1.046
C -2.452 -1.970 -0.994
O -2.731 -3.140 -1.192
N -3.383 -1.021 -0.766
C -3.127 0.315 -0.281
C -3.592 0.448 1.173
C -5.060 0.041 1.338
C -6.006 1.052 0.692
N -7.292 0.918 1.091
O -5.671 1.896 -0.108
C -5.279 -1.355 0.733
C -4.780 -1.393 -0.711
C -0.595 -0.627 -2.039
C 0.737 -0.288 -2.132
C 1.664 -0.822 -1.237
C 3.078 -0.452 -1.328
O 3.535 0.240 -2.211
H 4.444 2.343 -1.785
H 5.678 2.868 -0.627
H 4.654 4.062 -1.424
H 3.916 3.592 0.959
H 2.667 3.301 -0.279
H 3.671 0.368 2.058
H 4.575 1.885 2.220
H 5.931 -0.179 1.777
H 6.273 1.154 0.676
H 5.418 0.068 -1.186
H 5.940 -1.345 -0.234
H 1.897 -2.927 1.292
H -0.442 -2.774 0.580
H -2.064 0.542 -0.347
H -3.685 1.027 -0.896
H -3.461 1.484 1.488
H -2.975 -0.190 1.809
H -5.300 0.007 2.407
H -7.579 0.247 1.780
H -7.983 1.544 0.712
H -6.334 -1.629 0.761
H -4.720 -2.088 1.318
H -4.873 -2.399 -1.123
H -5.351 -0.690 -1.325
H -1.312 -0.221 -2.736
H 1.096 0.392 -2.889

Results
calculated total energy	-46150.0654	eV
F_max	0.77	eV/A
molar mass	418.52	g/mol
energy above the lowest of the compared OMol25 structures with the same formula, charge and spin	0.0	kcal per mole
total charge	0
structure (SMILES)	CCOCCCn1c(=S)[nH]c2cc(C(=O)N3CCC(C(N)=O)CC3)ccc2c1=O


6.
Below is a molecular structure, C19H42BeP2Si, with properties calculated with ωB97M-V with the def2-TZVPD basis set.

Geometry (Å):
P -1.955 2.443 0.087
P -0.554 -2.785 0.746
C -0.883 0.258 -0.956
C -0.434 -1.159 -0.644
H -0.695 0.538 -1.984
H -1.961 0.330 -0.876
H -0.961 -1.807 -1.362
H 0.693 -1.204 -0.753
C 1.266 -2.881 1.085
H 1.312 -3.314 2.080
H 1.718 -1.894 1.164
H 1.765 -3.508 0.340
C -0.639 -3.973 -0.702
H 0.398 -4.148 -1.074
H -1.329 -3.593 -1.492
H -1.112 -4.856 -0.216
C -0.590 3.670 0.508
H -1.024 3.978 1.511
H -0.637 4.435 -0.306
H 0.455 3.264 0.609
C -2.402 3.095 -1.520
H -2.933 2.420 -2.186
H -1.596 3.621 -2.020
H -3.193 3.754 -1.145
Be 0.751 0.945 -0.379
C 1.626 -0.399 -2.369
C 2.589 -0.776 -1.485
C 3.888 -0.074 -1.365
C 3.725 1.472 -1.591
C 2.414 1.966 -1.111
C 1.399 2.516 -1.891
C 1.217 1.964 -3.309
C 1.830 0.451 -3.557
C 1.512 0.863 1.347
H 0.764 -1.051 -2.510
H 2.587 -1.811 -1.093
H 4.659 -0.468 -2.066
H 4.345 -0.316 -0.386
H 4.532 2.078 -1.141
H 3.801 1.620 -2.678
H 2.394 2.391 -0.110
H 1.327 3.617 -1.702
H 1.542 2.706 -4.086
H 0.140 1.904 -3.513
H 1.342 -0.009 -4.451
H 2.862 0.608 -3.909
H 1.089 0.039 1.892
H 1.485 1.771 1.999
H 2.577 0.712 1.081
C -1.360 -2.505 3.549
Si -2.296 -1.088 2.733
C -3.749 -1.969 1.830
C -3.236 -0.283 4.248
C -1.310 0.214 1.779
H -1.840 -2.641 4.511
H -0.319 -2.239 3.732
H -1.455 -3.430 2.965
H -4.044 -2.820 2.465
H -4.636 -1.326 1.720
H -3.485 -2.392 0.855
H -2.708 0.633 4.602
H -4.296 -0.034 4.006
H -3.235 -1.039 5.047
H -2.144 0.433 1.073
H -0.998 1.085 2.375

Results
calculated total energy	-47228.6990	eV
F_max	3.81	eV/A
molar mass	369.59	g/mol
energy above the lowest of the compared OMol25 structures with the same formula, charge and spin	167.0	kcal per mole
total charge	0


7.
Below is C4H6O2 in the gas phase, with properties calculated with ωB97M-V with the def2-TZVPD basis set.

Geometry (Å):
C -0.801 0.681 1.196
C -0.298 0.745 -0.301
O 0.830 1.570 -0.447
C 0.236 -0.982 -0.625
C 0.991 -1.911 -0.969
O -0.342 -2.267 -1.286
H 0.011 0.899 1.868
H -1.493 -0.064 1.292
H -1.407 1.567 1.321
H -1.193 0.965 -0.974
H 1.620 1.241 0.068
H 1.846 -2.444 -1.143

Results
calculated total energy	-8334.1832	eV
F_max	5.39	eV/A
molar mass	86.09	g/mol
energy above the lowest of the compared OMol25 structures with the same formula, charge and spin	144.8	kcal per mole
total charge	0
structure (SMILES)	C[C@@H](O)C1=CO1